A structure of composition C3H6O at a distorted geometry. Source: the OMol25 dataset; level of theory: ωB97M-V/def2-TZVPD.

Last column: natural (NBO) charge in e.
Cartesian coordinates (Å):
1 C -0.07 1.06 -0.06  -0.456
2 C -1.04 -0.16 0.06  -0.057
3 C 1.00 0.03 0.05  -0.055
4 H -0.12 1.49 -1.08  0.203
5 H -0.14 1.83 0.69  0.209
6 H -1.57 -0.14 1.03  0.170
7 H -1.77 -0.23 -0.73  0.180
8 H 1.84 0.01 -0.66  0.179
9 H 1.46 0.09 1.10  0.153
10 O 0.12 -1.08 -0.08  -0.527

HOMO-LUMO gap = 10.82 eV
E = -5254.139 eV
Charge = 0
LUMO = 1.18 eV


A cluster of 2 separate species, CH4NOP in total at a distorted geometry. Source: the OMol25 dataset; level of theory: ωB97M-V/def2-TZVPD.

Last column: natural (NBO) charge in e.
Cartesian coordinates (Å):
1 C -0.67 1.34 0.14  -0.255
2 N -0.13 0.95 1.22  -0.744
3 O 0.39 -2.20 -1.00  -0.934
4 P 0.75 0.29 2.23  0.624
5 H -0.24 1.18 -0.81  0.184
6 H 0.13 -1.35 -0.75  0.463
7 H -1.61 1.95 0.14  0.191
8 H 1.38 -2.16 -1.17  0.470

HOMO-LUMO gap = 6.93 eV
E = -13925.786 eV
Charge = 0
LUMO = -0.58 eV


A structure of composition C3H8N2OS2 at a distorted geometry. Source: the OMol25 dataset; level of theory: ωB97M-V/def2-TZVPD.

Last column: natural (NBO) charge in e.
Cartesian coordinates (Å):
1 C 0.25 -0.78 -0.18  -0.184
2 C 2.70 -0.38 0.23  -0.625
3 C 1.28 0.19 0.26  -0.563
4 N -1.95 1.50 -1.15  -1.176
5 N -2.94 -0.63 0.18  -1.002
6 O -1.66 1.23 1.43  -0.930
7 S 0.32 -2.10 -0.94  0.235
8 S -1.70 0.59 0.09  1.853
9 H 2.64 -1.48 0.23  0.213
10 H 3.17 -0.01 1.20  0.218
11 H 3.45 -0.21 -0.57  0.228
12 H 1.12 0.56 1.25  0.265
13 H 1.26 1.08 -0.41  0.270
14 H -2.04 2.51 -1.10  0.407
15 H -3.40 -0.49 -0.74  0.399
16 H -2.50 -1.58 0.24  0.392

HOMO-LUMO gap (spin up / spin down) = 7.48 / 7.48 eV
E = -29934.794 eV
Charge = 0
LUMO (spin up / spin down) = -0.88 / -0.88 eV


A cluster of 11 separate species, C46H102Cl12 in total at a distorted geometry. Source: the OMol25 dataset; level of theory: ωB97M-V/def2-TZVPD.

Last column: Mulliken charge in e.
Cartesian coordinates (Å):
1 Cl -3.96 0.64 -7.12  -0.147
2 C -3.01 0.86 -5.67  0.944
3 Cl -1.62 -0.23 -5.62  -0.114
4 Cl -4.09 0.60 -4.28  -0.142
5 H -2.55 1.84 -5.63  -0.670
6 Cl -3.92 -0.58 -0.08  0.032
7 C -5.42 0.14 -0.66  0.288
8 Cl -5.40 1.86 -0.26  -0.095
9 Cl -6.87 -0.69 -0.08  -0.148
10 H -5.39 0.09 -1.74  -0.082
11 Cl 3.51 4.44 2.29  -0.123
12 C 4.13 3.53 0.88  -0.299
13 Cl 4.32 4.66 -0.50  -0.122
14 Cl 3.07 2.20 0.52  0.038
15 H 5.09 3.10 1.11  0.453
16 Cl 3.01 -2.15 -0.69  -0.066
17 C 4.68 -1.83 -1.28  0.401
18 Cl 5.66 -3.24 -1.46  -0.120
19 Cl 5.43 -0.61 -0.19  -0.128
20 H 4.59 -1.31 -2.23  -0.127
21 C 1.43 3.63 -4.79  -0.392
22 C 0.21 3.55 -5.73  -0.262
23 C -0.93 4.44 -5.27  -1.087
24 C -1.82 3.77 -4.19  0.560
25 C -2.58 4.72 -3.25  -0.721
26 C -3.66 3.94 -2.47  -0.427
27 H 2.18 2.88 -5.05  -1.400
28 H 1.13 3.42 -3.76  0.350
29 H 1.83 4.64 -4.84  0.605
30 H 0.48 3.84 -6.75  0.537
31 H -0.10 2.51 -5.85  0.061
32 H -1.64 4.70 -6.05  0.298
33 H -0.52 5.35 -4.83  0.436
34 H -2.64 3.27 -4.73  0.210
35 H -1.26 3.06 -3.58  -0.188
36 H -1.79 5.18 -2.64  0.257
37 H -3.04 5.60 -3.70  0.318
38 H -4.54 4.58 -2.37  0.413
39 H -3.92 3.01 -2.98  0.018
40 H -3.45 3.67 -1.44  -0.160
41 C -1.20 -0.63 7.29  -1.005
42 C -2.37 -1.52 6.86  -0.613
43 C -2.03 -2.30 5.57  -0.688
44 C -1.76 -1.39 4.36  0.081
45 C -1.75 -2.15 3.03  0.984
46 C -0.65 -3.23 2.96  -1.379
47 H -1.21 0.29 6.70  0.304
48 H -0.26 -1.08 6.98  0.024
49 H -1.20 -0.39 8.35  0.374
50 H -2.55 -2.34 7.56  0.389
51 H -3.28 -0.94 6.70  0.429
52 H -2.89 -2.94 5.34  0.330
53 H -1.17 -2.96 5.70  0.123
54 H -2.59 -0.68 4.26  0.384
55 H -0.89 -0.76 4.53  -0.203
56 H -2.71 -2.64 2.83  0.602
57 H -1.55 -1.41 2.25  -1.037
58 H 0.35 -2.84 2.83  0.073
59 H -0.61 -3.89 3.83  0.498
60 H -0.86 -4.01 2.21  0.332
61 C 2.85 -2.70 4.61  -1.330
62 C 2.15 -3.35 5.81  0.566
63 C 2.59 -2.73 7.14  -0.784
64 C 1.62 -3.01 8.31  -0.148
65 C 1.51 -4.50 8.61  -0.391
66 C 0.32 -4.87 9.51  -1.314
67 H 2.59 -3.22 3.69  0.367
68 H 3.93 -2.69 4.79  0.435
69 H 2.46 -1.69 4.57  0.101
70 H 1.07 -3.35 5.68  -0.348
71 H 2.38 -4.43 5.79  0.357
72 H 2.67 -1.65 7.00  0.368
73 H 3.55 -3.13 7.49  0.409
74 H 1.99 -2.41 9.15  0.427
75 H 0.64 -2.55 8.16  -0.200
76 H 1.38 -5.04 7.68  0.207
77 H 2.43 -4.95 9.01  0.367
78 H -0.61 -4.55 9.06  0.262
79 H 0.27 -5.97 9.56  0.409
80 H 0.45 -4.53 10.54  0.315
81 C 0.75 -0.03 2.54  -0.560
82 C -0.50 0.48 1.77  0.411
83 C -0.72 0.00 0.36  0.747
84 C 0.31 0.50 -0.66  0.036
85 C 0.00 0.22 -2.13  0.127
86 C 0.87 0.87 -3.18  -0.385
87 H 0.82 0.39 3.53  0.490
88 H 1.65 0.20 1.97  0.233
89 H 0.69 -1.12 2.57  -0.434
90 H -1.39 0.19 2.34  0.325
91 H -0.40 1.57 1.74  -0.718
92 H -1.74 0.31 0.12  -0.525
93 H -0.70 -1.10 0.32  0.133
94 H 0.38 1.60 -0.67  -0.302
95 H 1.32 0.17 -0.38  -0.059
96 H -0.03 -0.87 -2.24  -0.039
97 H -1.03 0.54 -2.33  0.261
98 H 0.96 1.94 -2.97  -0.480
99 H 1.93 0.57 -3.14  0.108
100 H 0.58 0.60 -4.19  0.359
101 C -1.90 -2.70 -3.13  -0.740
102 C -2.40 -3.39 -1.85  0.432
103 C -2.61 -4.91 -1.85  -0.923
104 C -1.36 -5.71 -2.12  -0.399
105 C -1.65 -7.11 -2.71  -0.673
106 C -2.27 -8.09 -1.71  -1.149
107 H -2.53 -2.98 -3.98  0.438
108 H -0.83 -2.74 -3.30  0.413
109 H -2.12 -1.63 -2.99  -0.091
110 H -1.84 -3.08 -0.97  -0.295
111 H -3.40 -2.98 -1.65  0.125
112 H -3.49 -5.23 -2.41  0.457
113 H -2.88 -5.06 -0.79  0.274
114 H -0.79 -5.20 -2.90  0.258
115 H -0.73 -5.90 -1.25  0.306
116 H -2.24 -7.06 -3.62  0.393
117 H -0.69 -7.59 -2.95  0.322
118 H -3.19 -7.69 -1.27  0.308
119 H -2.52 -9.01 -2.26  0.344
120 H -1.59 -8.35 -0.91  0.310
121 C 0.84 5.83 0.23  -0.902
122 C -0.17 5.71 1.38  -0.759
123 C -1.19 4.55 1.34  0.876
124 C -2.08 4.52 2.56  -0.925
125 C -3.22 3.52 2.44  0.615
126 C -4.01 3.36 3.76  -1.553
127 H 1.65 6.47 0.57  0.371
128 H 0.37 6.43 -0.55  0.395
129 H 1.23 4.85 -0.04  -0.089
130 H 0.39 5.61 2.32  0.351
131 H -0.73 6.63 1.61  0.341
132 H -0.69 3.60 1.14  -0.459
133 H -1.74 4.82 0.42  -0.059
134 H -1.48 4.27 3.45  0.377
135 H -2.43 5.54 2.71  0.512
136 H -3.99 3.81 1.72  0.100
137 H -2.91 2.51 2.14  -0.179
138 H -4.12 4.36 4.20  0.409
139 H -4.91 2.77 3.65  0.369
140 H -3.35 2.85 4.48  0.265
141 C 5.16 1.80 -3.05  -0.904
142 C 5.27 1.55 -4.55  -0.544
143 C 3.88 1.53 -5.21  0.219
144 C 3.84 1.60 -6.73  -0.489
145 C 4.18 0.28 -7.43  -0.442
146 C 3.96 0.37 -8.94  -1.311
147 H 4.34 1.30 -2.51  -0.003
148 H 4.80 2.82 -2.90  0.310
149 H 6.10 1.60 -2.53  0.385
150 H 5.83 2.33 -5.07  0.300
151 H 5.77 0.59 -4.70  0.349
152 H 3.31 2.38 -4.82  0.505
153 H 3.39 0.61 -4.85  0.209
154 H 2.83 1.88 -7.05  0.163
155 H 4.60 2.31 -7.08  0.344
156 H 5.20 -0.03 -7.16  0.329
157 H 3.64 -0.60 -7.06  0.363
158 H 4.34 -0.57 -9.35  0.403
159 H 2.96 0.61 -9.29  0.325
160 H 4.68 1.05 -9.41  0.313

HOMO-LUMO gap = 10.86 eV
E = -199624.213 eV
Charge = 0
LUMO = 0.37 eV